Entry 1:
22
Properties=species:S:1:pos:R:3:nbo_charge:R:1 method="wB97M-V/def2-TZVPD" e_above_lowest_kcal_mol=11.99 e_lumo_ev=-3.3 energy_ha=-1409.8613 gap_ev=9.484 total_charge=+1 fmax_ev_per_a=1.53
S 4.0218 -0.5669 -0.4098 0.008
S -1.4011 -2.5839 -0.7017 -0.066
S -2.2226 -0.7195 -0.9256 0.084
N 0.3702 1.2111 -0.8643 -0.709
C 1.7804 0.8074 -1.1909 -0.240
C 2.2436 -0.2048 -0.1710 -0.562
C -1.8660 0.4686 1.5680 -0.626
C -2.8678 -0.2934 0.7081 -0.552
H 2.3706 1.7602 -1.0800 0.231
H 0.0322 1.8101 -1.6063 0.443
H -1.7129 1.5058 1.1520 0.193
H -2.2570 0.5379 2.5966 0.253
H -3.1835 -1.3058 1.1185 0.256
H 2.1540 0.1094 0.8906 0.230
H -0.2945 0.4224 -0.8330 0.441
H 1.7065 -1.1410 -0.3222 0.229
H 1.8536 0.4236 -2.2154 0.250
H 3.9507 -1.8461 -0.0169 0.150
H -0.3929 -2.3215 0.1233 0.104
H -3.7783 0.3245 0.5221 0.248
H 0.3698 1.6515 0.0725 0.441
H -0.8766 -0.0495 1.5854 0.193

---

Entry 2:
20
Properties=species:S:1:pos:R:3:nbo_charge:R:1 method="wB97M-V/def2-TZVPD" e_above_lowest_kcal_mol=39.51 e_lumo_ev=0.6 energy_ha=-311.2170 gap_ev=11.889 fmax_ev_per_a=2.84
O 2.3217 -1.2568 1.8587 -0.909
O -1.4231 -2.2569 1.1912 -0.951
C 0.0238 1.3800 -0.4033 -0.401
C -0.8801 0.4268 -1.0693 -0.406
C 0.2387 1.2321 1.0936 -0.589
C 0.0052 -0.3242 -2.1515 -0.613
H 0.0157 0.2100 -3.1239 0.210
H 1.2198 1.6885 1.3282 0.219
H 1.8581 -0.5591 1.3970 0.456
H 0.2692 0.1839 1.3321 0.145
H 1.4850 -1.4957 2.3014 0.454
H -2.3212 -1.8834 0.8698 0.483
H -0.7006 -1.5557 1.1612 0.470
H -0.4145 -1.3538 -2.1950 0.216
H -1.3951 -0.2397 -0.3777 0.184
H 1.0699 -0.3389 -1.9963 0.204
H -0.4728 1.6434 1.8007 0.218
H -0.2604 2.3586 -0.5161 0.207
H 1.0223 1.2736 -0.9052 0.195
H -1.6614 0.8676 -1.5956 0.210